[1]
# C5H8LiO3Tb

A structure of composition C5H8LiO3Tb in a non-equilibrium geometry (wB97M-V/def2-TZVPD, the OMol25 dataset).

Element x y z (Å)
C -0.2972 0.3473 0.0246
C 0.0879 1.5934 0.4237
H 0.4798 -0.3862 -0.2301
H -1.3211 0.1978 -0.3529
H 0.3020 2.5578 -0.0461
Tb 0.8008 1.5546 2.7859
O -1.3258 -2.2973 3.4864
Li -0.9521 -4.4074 2.7040
O 0.0320 -2.9454 1.9413
C -0.3797 -1.9797 2.5912
O -0.1253 -0.7516 2.3931
C -1.7713 -1.3317 4.4607
C -2.8036 -1.9889 5.3424
H -0.8998 -1.0161 5.0497
H -2.1980 -0.4761 3.9204
H -2.3566 -2.7997 5.9323
H -3.1950 -1.2376 6.0413
H -3.6351 -2.3911 4.7491

Summary:
- multiplicity = 8
- frontier orbital gap (spin up / spin down) (eV) = 4.691 / 4.901
- ΔE to the lowest compared entry with this formula, charge and spin (kJ/mol) = 284.06
- net charge = +3

Mulliken analysis output, partial charges in e: -0.353 -0.175 0.401 0.395 0.508 1.716 -0.399 0.908 -0.764 0.915 -0.387 -0.026 -1.309 0.293 0.201 0.350 0.372 0.353

[2]
# C5H8MgO3

A structure of composition C5H8MgO3 in a non-equilibrium geometry (wB97M-V/def2-TZVPD, the OMol25 dataset).

Element x y z (Å)
H 1.2278 1.2363 0.7048
O -0.6283 0.8172 -0.2385
C 0.5234 0.3299 0.5459
O 0.2831 -0.4905 1.4634
Mg -1.5851 -0.8852 1.8764
O 1.3365 -0.2997 -0.5814
C 2.4567 0.2509 -0.8068
C -1.7957 0.4713 0.1600
C -2.8831 1.0603 -0.6282
H -2.5491 1.7224 -1.4360
H -3.5002 0.2324 -1.0153
H -3.5382 1.5991 0.0757
C 3.1534 0.0009 -2.0646
H 3.0334 0.6155 0.0582
H 2.5943 -0.6616 -2.7323
H 4.1406 -0.4179 -1.8147
H 3.3573 0.9783 -2.5314

Summary:
- frontier orbital gap (eV) = 9.371
- ΔE to the lowest compared entry with this formula, charge and spin (kJ/mol) = 0.00
- net charge = +2

natural (NBO) analysis output, partial charges in e: 0.161 -0.446 0.639 -0.903 1.784 -0.403 0.559 0.129 -0.767 0.270 0.295 0.295 -0.744 0.218 0.282 0.311 0.317

[3]
# C5H8MgO5Y

A structure of composition C5H8MgO5Y in a non-equilibrium geometry (wB97M-V/def2-TZVPD, the OMol25 dataset).

Element x y z (Å)
C 2.6731 -0.4544 0.0273
O 3.7304 -0.9697 -0.3978
O 2.4011 0.7636 -0.1047
Y 5.8811 -2.1936 0.1001
O 0.5934 -0.0327 1.8369
C -0.3891 -0.9840 1.8442
C -0.9449 -1.1530 0.4726
O -1.0248 -0.0132 -0.1003
C -1.7500 0.4482 -1.2695
C -1.6985 1.9736 -1.1250
O -0.4335 2.4003 -0.7759
Mg 0.6312 1.4681 0.5170
H -1.2732 -0.8377 2.5067
H -0.0201 -1.9943 2.1339
H -1.7203 -1.8994 0.2545
H 1.7573 -1.2886 -0.0609
H -2.7522 0.0050 -1.2480
H -1.1603 0.1095 -2.1301
H -2.4683 2.2683 -0.3829
H -2.0326 2.3838 -2.0980

Summary:
- multiplicity = 2
- frontier orbital gap (spin up / spin down) (eV) = 4.600 / 4.511
- ΔE to the lowest compared entry with this formula, charge and spin (kJ/mol) = 431.59
- net charge = +2

natural (NBO) analysis output, partial charges in e: 0.714 -0.898 -0.752 1.878 -0.992 -0.156 0.483 -0.434 -0.106 -0.073 -1.041 1.825 0.266 0.195 0.212 0.090 0.217 0.217 0.163 0.195

[4]
# C5H8N

A structure of composition C5H8N in a non-equilibrium geometry (wB97M-V/def2-TZVPD, the OMol25 dataset).

Element x y z (Å)
C -1.9527 -1.6644 2.1102
C -1.4533 -1.6776 0.9206
C -1.0346 -1.5398 -0.3097
C 2.0451 2.3398 -0.9987
C 1.2472 1.2480 -0.8636
N 0.4717 0.4309 -0.8592
H -1.6691 -1.0046 -1.0040
H 1.3881 3.1726 -0.9076
H 2.8306 2.3881 -0.2215
H 2.5401 2.3566 -2.1002
H -2.5859 -2.3059 2.7551
H -1.4475 -0.9019 2.7716
H -0.2821 -2.2569 -0.7112
H -0.0978 -0.5849 -0.5819

Summary:
- frontier orbital gap (eV) = 10.827
- ΔE to the lowest compared entry with this formula, charge and spin (kJ/mol) = 397.11
- net charge = +1

natural (NBO) analysis output, partial charges in e: -0.471 0.311 -0.779 -0.775 0.583 -0.387 0.284 0.300 0.307 0.318 0.299 0.273 0.298 0.439

[5]
# C5H8N

A cluster of 2 separate species, C5H8N in total in a non-equilibrium geometry (wB97M-V/def2-TZVPD, the OMol25 dataset).

Element x y z (Å)
C -1.3690 -0.8557 -0.2460
C -0.0453 1.7779 -0.3118
C -0.8985 -0.0344 0.8740
C -1.0995 0.6279 -0.3682
C 0.4323 0.5011 0.3773
N 1.3694 -0.4749 -0.1531
H -0.7966 -1.6562 -0.6324
H -2.4636 -1.2250 -0.5412
H 0.4525 2.0785 -1.2849
H -0.0847 2.5197 0.4734
H -1.6310 0.3120 3.1897
H 0.8268 -1.1863 -0.6739
H 1.9424 -0.9886 0.5559
H 1.9423 -0.1394 -0.8845

Summary:
- frontier orbital gap (spin up / spin down) (eV) = 8.768 / 8.906
- ΔE to the lowest compared entry with this formula, charge and spin (kJ/mol) = 1017.41
- net charge = +1

natural (NBO) analysis output, partial charges in e: -0.429 -0.352 -0.018 0.045 0.051 -0.687 0.176 0.292 0.252 0.279 0.048 0.431 0.469 0.444

[6]
# C5H8N

A cluster of 2 separate species, C5H8N in total in a non-equilibrium geometry (wB97M-V/def2-TZVPD, the OMol25 dataset).

Element x y z (Å)
C -0.5322 -0.1074 -0.1322
C 1.5662 0.0673 0.6879
C 1.1987 1.2141 -0.2161
C 0.4063 -0.8116 0.6550
C -2.5711 -0.6327 -0.7124
N -0.1046 1.0186 -0.5637
H 2.5162 -0.5244 0.6784
H 1.9491 0.4594 1.6878
H 1.4411 2.3289 -0.0792
H 1.9935 0.9416 -0.9788
H 0.3000 -1.8315 1.2255
H -3.1860 -0.1613 0.0357
H -2.3582 -1.7026 -0.6372
H -2.6189 -0.2585 -1.6507

Summary:
- frontier orbital gap (eV) = 7.598
- ΔE to the lowest compared entry with this formula, charge and spin (kJ/mol) = 577.22
- net charge = +1

natural (NBO) analysis output, partial charges in e: 0.111 -0.578 -0.317 0.084 -0.374 -0.202 0.340 0.376 0.304 0.325 0.290 0.225 0.213 0.203

[7]
# C5H8N

The ion C5H8N with charge +1 in a non-equilibrium geometry (wB97M-V/def2-TZVPD, the OMol25 dataset).

Element x y z (Å)
C -0.6107 -2.1053 0.3273
C -0.4077 -0.6939 0.8058
N -0.4292 0.4353 -0.0409
C 0.5620 1.1644 -0.3484
C 1.7072 1.7769 -0.8318
C 0.4966 2.3618 -0.9214
H -0.5135 -2.6876 1.2706
H -1.6824 -2.2528 -0.0109
H 0.0774 -2.4844 -0.5073
H 0.5816 -0.7152 1.2671
H -1.2120 -0.5145 1.5719
H -1.3211 0.9414 -0.1143
H 2.7831 1.6710 -1.0634
H -0.0313 3.1029 -1.4042

Summary:
- SMILES = CC[NH+]=c1cc1
- frontier orbital gap (eV) = 10.827
- ΔE to the lowest compared entry with this formula, charge and spin (kJ/mol) = 332.30
- net charge = +1

natural (NBO) analysis output, partial charges in e: -0.625 -0.237 -0.479 0.286 -0.022 -0.043 0.245 0.223 0.231 0.209 0.223 0.422 0.299 0.269

[8]
# C5H8N

The ion C5H8N with charge +1 in a non-equilibrium geometry (wB97M-V/def2-TZVPD, the OMol25 dataset).

Element x y z (Å)
C 0.4964 1.8422 -0.3559
C -0.6418 1.8576 -0.9534
C 0.5132 -0.7319 -0.7354
C -0.8306 0.0104 1.1135
C -0.2370 0.5295 -0.1493
N 0.3167 -1.6342 0.4846
H 1.4201 2.1511 -0.0434
H -1.4931 2.1374 -1.6066
H 0.2855 -1.2868 -1.6474
H 1.5256 -0.5281 -0.8882
H -0.4745 0.4771 1.9678
H -1.7200 -0.6201 1.2183
H -0.2997 -2.4948 0.5593
H 1.1391 -1.7092 1.0362

Summary:
- frontier orbital gap (eV) = 9.095
- ΔE to the lowest compared entry with this formula, charge and spin (kJ/mol) = 517.65
- net charge = +1

natural (NBO) analysis output, partial charges in e: -0.132 -0.083 -0.226 0.067 -0.222 -0.674 0.249 0.285 0.238 0.215 0.208 0.227 0.439 0.411

[9]
# C5H8N

A structure of composition C5H8N in a non-equilibrium geometry (wB97M-V/def2-TZVPD, the OMol25 dataset).

Element x y z (Å)
C 1.1704 -0.0534 0.0909
C 2.4460 -0.3450 0.1329
C -0.4695 1.2904 -0.8308
C -0.2341 -0.0463 -0.1662
C -1.1443 -1.1990 0.1122
N -0.0163 1.3090 0.5255
H 3.1681 0.1480 0.7251
H 2.6753 -1.2782 -0.4250
H 0.2754 1.5618 -1.5267
H -1.4630 1.6415 -1.1191
H -1.8496 -0.9818 0.8873
H -0.4900 -2.0934 0.4890
H -1.6598 -1.3795 -0.9250
H -0.2664 1.7729 1.4654

Summary:
- frontier orbital gap (eV) = 11.008
- ΔE to the lowest compared entry with this formula, charge and spin (kJ/mol) = 453.52
- net charge = +1

natural (NBO) analysis output, partial charges in e: 0.330 -0.408 -0.187 0.055 -0.643 -0.481 0.282 0.297 0.221 0.259 0.262 0.261 0.268 0.484

[10]
# C5H8N

The ion C5H8N with charge +1 in a non-equilibrium geometry (wB97M-V/def2-TZVPD, the OMol25 dataset).

Element x y z (Å)
C 1.3989 -0.9794 0.1442
C -0.3090 1.2957 0.3887
C 1.9634 0.3034 -0.4649
C 0.6690 0.3409 -0.2155
C -0.7584 0.5045 -0.7399
N -1.7276 -0.5219 -0.2796
H 1.3378 -1.8462 -0.6198
H 1.7995 -1.3522 1.1685
H -0.8462 1.2539 1.4380
H -0.1529 2.3731 0.3694
H 2.8435 0.8024 -0.5921
H -1.8241 -1.3408 -0.8428
H -2.6158 -0.1431 -0.5754
H -1.7781 -0.6903 0.8212

Summary:
- frontier orbital gap (spin up / spin down) (eV) = 7.913 / 7.185
- ΔE to the lowest compared entry with this formula, charge and spin (kJ/mol) = 702.67
- net charge = +1

natural (NBO) analysis output, partial charges in e: -0.434 -0.403 0.137 -0.185 0.037 -0.718 0.245 0.251 0.225 0.274 0.243 0.445 0.451 0.432

[11]
# C5H8N

A structure of composition C5H8N in a non-equilibrium geometry (wB97M-V/def2-TZVPD, the OMol25 dataset).

Element x y z (Å)
C -2.5209 0.3069 -0.1835
C 1.7505 1.2753 0.0899
C -1.4797 -0.1106 0.4669
C 1.2457 -1.2440 0.1449
C 0.1068 -0.5745 -0.5247
N 1.2060 0.1591 -0.0942
H -3.4192 0.5646 0.3601
H -2.5659 0.4223 -1.2528
H 1.2851 2.1843 -0.2716
H 2.6995 1.3495 0.6088
H -1.2860 -0.2936 1.5018
H 1.1708 -1.5763 1.1740
H 1.9531 -1.8122 -0.4525
H -0.1459 -0.6508 -1.5672

Summary:
- frontier orbital gap (eV) = 9.801
- ΔE to the lowest compared entry with this formula, charge and spin (kJ/mol) = 403.48
- net charge = +1

natural (NBO) analysis output, partial charges in e: -0.380 0.124 -0.123 -0.230 -0.070 -0.239 0.247 0.228 0.232 0.231 0.216 0.251 0.257 0.257

[12]
# C5H8N

The ion C5H8N with charge +1 in a non-equilibrium geometry (wB97M-V/def2-TZVPD, the OMol25 dataset).

Element x y z (Å)
C -1.4931 0.5666 -1.3043
C -2.1022 1.3404 -0.3957
C -0.4156 -0.2879 -0.9426
C 0.3624 -0.0699 0.1591
C 1.3952 -0.9544 0.4939
N 2.2199 -0.7975 1.4908
H -1.8467 0.5333 -2.3247
H -2.9330 1.9685 -0.6744
H -0.2086 -1.1321 -1.5883
H 0.2213 0.8111 0.7695
H 1.5297 -1.8402 -0.1181
H 2.9505 -1.4716 1.6798
H 2.1705 0.0097 2.1039
H -1.8501 1.3242 0.6511

Summary:
- multiplicity = 3
- frontier orbital gap (spin up / spin down) (eV) = 7.923 / 7.541
- ΔE to the lowest compared entry with this formula, charge and spin (kJ/mol) = 0.00
- net charge = +1

natural (NBO) analysis output, partial charges in e: -0.089 -0.204 -0.289 -0.044 0.049 -0.605 0.242 0.220 0.234 0.217 0.226 0.433 0.420 0.190

[13]
# C5H8N2

The molecule C5H8N2 in a non-equilibrium geometry (wB97M-V/def2-TZVPD, the OMol25 dataset).

Element x y z (Å)
C -2.2954 -0.0585 0.7758
C -0.7737 -0.1517 0.7726
C 0.2773 0.3691 1.5823
N 1.4203 0.5584 0.8943
N 1.1633 0.0312 -0.3164
C 1.9624 0.1379 -1.5334
C -0.0789 -0.4920 -0.3666
H -2.8173 -0.3369 1.6950
H -2.7083 -0.6602 -0.0456
H -2.6075 0.9746 0.5425
H 0.2957 0.4157 2.6687
H 2.5877 -0.7474 -1.6699
H 2.5846 1.0345 -1.5447
H 1.2677 0.2041 -2.3806
H -0.2779 -1.2789 -1.0741

Summary:
- SMILES = Cc1cnn(C)c1
- frontier orbital gap (eV) = 9.774
- ΔE to the lowest compared entry with this formula, charge and spin (kJ/mol) = 145.96
- net charge = 0

natural (NBO) analysis output, partial charges in e: -0.621 -0.130 -0.064 -0.261 -0.174 -0.406 -0.058 0.216 0.216 0.220 0.208 0.204 0.229 0.211 0.210

[14]
# C5H8N2

The molecule C5H8N2 in a non-equilibrium geometry (wB97M-V/def2-TZVPD, the OMol25 dataset).

Element x y z (Å)
N -2.6878 0.1605 -0.8123
C -1.7474 0.2171 -0.1419
C -0.4916 0.4183 0.6292
N -0.3746 1.7319 1.2180
C 0.5345 0.0509 -0.4022
C 0.2965 -1.3267 -0.9067
C 1.6730 -0.8472 -0.1407
H -0.4395 -0.3309 1.4297
H -1.1709 1.8733 1.8327
H -0.4426 2.4366 0.4887
H 0.7260 0.7883 -1.1770
H -0.3968 -1.9709 -0.3376
H 0.0363 -1.4605 -1.9721
H 2.6346 -0.5740 -0.6039
H 1.8503 -1.1667 0.8962

Summary:
- SMILES = N#C[C@H](N)C1CC1
- frontier orbital gap (eV) = 11.295
- ΔE to the lowest compared entry with this formula, charge and spin (kJ/mol) = 197.78
- net charge = 0

natural (NBO) analysis output, partial charges in e: -0.339 0.260 -0.139 -0.790 -0.259 -0.417 -0.397 0.228 0.365 0.361 0.224 0.219 0.238 0.228 0.219

[15]
# C5H8N2

The molecule C5H8N2 (wB97M-V/def2-TZVPD, the OMol25 dataset).

Element x y z (Å)
C -2.0196 -0.2463 0.9234
N -0.8632 0.0375 0.1150
C -0.6361 1.1558 -0.6348
C 0.6466 1.3720 -1.1406
C 1.2860 0.2633 -0.5913
N 2.5864 -0.0676 -0.7841
C 0.4148 -0.6060 0.2924
H -2.8731 0.3040 0.5182
H -2.2582 -1.3157 0.8956
H -1.8818 0.0524 1.9724
H -1.5148 1.7865 -0.7949
H 3.0643 0.4782 -1.4870
H 2.9291 -0.9994 -0.6121
H 0.7325 -0.5554 1.3417
H 0.3871 -1.6592 -0.0139

Summary:
- SMILES = CN1C=C=C(N)C1
- frontier orbital gap (eV) = 7.977
- ΔE to the lowest compared entry with this formula, charge and spin (kJ/mol) = 273.28
- net charge = 0

natural (NBO) analysis output, partial charges in e: -0.399 -0.395 0.104 -0.499 0.241 -0.775 -0.311 0.215 0.201 0.189 0.188 0.408 0.382 0.228 0.221